1.
Computed, not measured: the molecule C19H24N4O6S at a distorted geometry, with wB97M-V/def2-TZVPD.

```
54
Properties=species:S:1:pos:R:3:lowdin_charge:R:1
C -3.810 -1.645 2.791 -0.06
C -2.839 -2.106 1.711 -0.23
O -3.343 -1.931 0.384 -0.08
C -3.378 -0.623 -0.064 -0.22
C -4.488 0.181 0.133 -0.01
C -4.504 1.479 -0.354 -0.08
C -3.417 1.970 -1.054 -0.08
C -2.312 1.167 -1.283 -0.03
C -2.277 -0.127 -0.782 -0.16
N -1.212 -1.010 -0.981 0.17
C 0.080 -0.719 -1.261 -0.42
O 0.489 0.410 -1.465 0.07
C 0.965 -1.960 -1.296 -0.19
C 2.009 -1.884 -2.420 -0.14
C 3.104 -0.869 -2.100 -0.16
C 3.754 -1.236 -0.770 -0.18
N 2.776 -1.305 0.285 -0.22
S 2.756 -0.189 1.490 0.70
O 2.161 -0.781 2.643 -0.24
O 4.102 0.302 1.613 -0.30
C 1.703 1.181 0.973 -0.12
C 2.138 2.321 0.386 -0.24
C 3.541 2.611 -0.016 0.01
N 1.237 3.305 0.091 0.19
C -0.113 3.256 0.375 -0.51
O -0.862 4.159 0.107 0.10
N -0.497 2.098 0.998 0.23
C 0.290 0.971 1.203 -0.44
O -0.232 -0.071 1.531 0.07
C 1.660 -2.180 0.068 -0.13
H -4.776 -2.130 2.665 0.08
H -3.946 -0.567 2.750 0.07
H -3.407 -1.906 3.765 0.08
H -2.674 -3.184 1.792 0.12
H -1.883 -1.582 1.824 0.10
H -5.339 -0.219 0.662 0.12
H -5.369 2.102 -0.187 0.10
H -3.422 2.981 -1.430 0.11
H -1.471 1.541 -1.843 0.11
H -1.444 -1.953 -0.689 0.15
H 0.323 -2.829 -1.477 0.14
H 1.513 -1.616 -3.355 0.12
H 2.457 -2.873 -2.543 0.12
H 2.657 0.122 -2.032 0.10
H 3.855 -0.867 -2.891 0.12
H 4.242 -2.216 -0.854 0.13
H 4.499 -0.504 -0.461 0.11
H 4.224 1.971 0.535 0.06
H 3.658 2.417 -1.082 0.10
H 3.781 3.656 0.170 0.09
H 1.550 4.131 -0.403 0.17
H -1.495 1.985 1.148 0.17
H 2.019 -3.217 0.104 0.14
H 0.967 -2.018 0.896 0.11
```

As for the SMILES: CCOc1ccccc1NC(=O)[C@H]1CCCN(S(=O)(=O)c2c(C)[nH]c(=O)[nH]c2=O)C1.



2.
Computed, not measured: the molecule C19H24N6 at a distorted geometry, with wB97M-V/def2-TZVPD.

```
49
Properties=species:S:1:pos:R:3:lowdin_charge:R:1
C -0.672 5.174 1.199 -0.01
C -1.509 3.952 1.440 -0.29
N -2.647 4.087 2.109 0.09
C -3.113 2.851 2.369 -0.11
C -2.242 1.940 1.895 -0.20
C -2.364 0.520 2.117 -0.19
C -3.105 0.003 3.160 -0.03
C -3.360 -1.291 3.140 -0.17
N -2.843 -2.130 2.291 0.14
C -2.036 -1.577 1.390 -0.37
N -1.681 -2.381 0.335 0.10
C -0.463 -2.475 -0.224 -0.30
C -0.488 -2.821 -1.605 -0.01
C 0.730 -2.969 -2.267 -0.03
C 1.950 -2.638 -1.611 -0.26
N 3.222 -2.642 -2.285 -0.22
C 3.556 -3.660 -3.256 -0.11
C 4.157 -1.500 -2.122 -0.06
C 1.878 -2.330 -0.295 -0.05
C 0.721 -2.346 0.433 -0.02
N -1.822 -0.275 1.188 0.20
N -1.250 2.580 1.202 0.09
C -0.223 2.022 0.243 -0.31
C 1.072 2.755 0.186 -0.07
C -0.807 1.768 -1.213 -0.02
H -0.625 5.297 0.232 0.01
H 0.330 4.938 1.589 0.08
H -1.096 6.114 1.644 0.11
H -3.866 2.750 3.175 0.12
H -3.385 0.728 3.896 0.11
H -4.054 -1.588 3.941 0.13
H -2.165 -3.219 0.436 0.12
H -1.348 -3.143 -2.287 0.14
H 0.751 -3.075 -3.383 0.12
H 3.667 -3.350 -4.314 0.08
H 2.668 -4.301 -3.487 0.08
H 4.398 -4.334 -2.926 0.10
H 5.043 -1.904 -2.568 0.06
H 3.835 -0.574 -2.729 0.11
H 4.337 -1.277 -1.080 0.06
H 2.926 -2.367 0.133 0.14
H 0.631 -2.267 1.466 0.10
H -0.047 0.989 0.618 0.12
H 1.804 2.092 -0.230 0.08
H 1.395 3.153 1.111 0.06
H 0.994 3.613 -0.441 0.07
H -0.081 1.562 -1.939 0.05
H -1.340 2.646 -1.552 0.07
H -1.436 0.899 -1.121 0.05
```

As for the SMILES: Cc1ncc(-c2ccnc(Nc3ccc(N(C)C)cc3)n2)n1C(C)C.



3.
Computed, not measured: a 2-piece molecular cluster, C19H24N6O3 overall at a distorted geometry, with wB97M-V/def2-TZVPD.

```
52
Properties=species:S:1:pos:R:3:lowdin_charge:R:1
C 1.512 -5.513 2.873 -0.06
N 1.576 -5.494 1.412 0.03
C 1.532 -4.426 0.609 -0.46
O 1.728 -4.576 -0.590 0.05
C 1.285 -3.023 1.199 -0.21
C 0.429 -2.164 0.251 -0.09
C 0.021 -0.815 0.763 -0.17
C -0.689 -0.591 1.892 -0.08
N -0.877 0.766 2.064 0.07
C -0.345 1.488 1.018 -0.20
C -0.316 2.858 0.723 -0.02
C 0.308 3.285 -0.461 -0.09
C 0.889 2.342 -1.327 -0.10
C 0.856 0.968 -1.019 -0.02
C 0.241 0.503 0.165 -0.11
N 2.574 -2.359 1.438 0.13
C 3.019 -1.737 2.529 -0.55
C 2.163 -1.656 3.777 0.01
O 4.139 -1.254 2.544 0.04
H 1.615 -6.540 3.229 0.09
H 0.557 -5.118 3.220 0.08
H 2.330 -4.920 3.288 0.08
H 1.754 -6.365 0.935 0.15
H 0.732 -3.133 2.127 0.12
H 0.973 -2.025 -0.685 0.12
H -0.482 -2.716 0.016 0.13
H -1.041 -1.363 2.564 0.13
H -1.374 1.167 2.845 0.15
H -0.768 3.574 1.391 0.10
H 0.338 4.338 -0.713 0.10
H 1.366 2.684 -2.236 0.10
H 1.314 0.256 -1.689 0.10
H 3.222 -2.351 0.665 0.16
H 1.843 -2.650 4.078 0.06
H 1.308 -1.018 3.581 0.06
H 2.758 -1.213 4.575 0.09
C -0.685 1.638 -4.854 -0.01
C -1.499 2.426 -3.881 -0.34
N -1.204 3.681 -3.680 0.18
C -1.978 4.350 -2.737 -0.45
O -1.696 5.521 -2.507 0.05
C -3.095 3.673 -2.021 -0.23
C -3.925 4.404 -0.999 -0.03
N -3.364 2.406 -2.277 0.12
N -2.559 1.797 -3.212 0.05
H -0.168 0.827 -4.335 0.08
H -1.329 1.213 -5.627 0.08
H 0.061 2.281 -5.331 0.09
H -4.354 5.307 -1.443 0.09
H -4.736 3.769 -0.633 0.08
H -3.297 4.699 -0.153 0.08
H -2.663 0.796 -3.363 0.15
```

As for the SMILES: CNC(=O)[C@H](Cc1c[nH]c2ccccc12)NC(C)=O.Cc1nc(=O)c(C)n[nH]1.



For each record above, in turn, the calculated LUMO energy values are 0.558; 0.636; 0.369 eV.
For each record above, in turn, the calculated E_HOMO values are -8.59; -7.51; -8.11 eV.
For each record above, in turn, the calculated energy relative to the best compared isomer or geometry (same formula, charge and spin) values are 0.0000; 2.3147; 0.0000 eV.